Entry 1:
DFT (wB97M-V/def2-TZVPD) results for a 7-piece molecular cluster, C18H51ClN3O10 overall in a non-equilibrium geometry.

```
83
Properties=species:S:1:pos:R:3:forces:R:3
Cl 0.77234 -0.26453 0.42408 3.5 1.2 1.3
O -4.53863 0.54174 -3.70262 -1.4 -1.6 0.1
O 0.34489 -2.07125 3.66624 0.9 -0.2 0.0
O 0.49442 -1.57326 0.10107 -0.7 -4.1 -0.8
O 1.60970 -0.19668 1.63817 -1.3 0.3 -0.3
O 4.99227 -3.27030 3.44804 -0.3 -1.3 -1.1
O 3.01176 -3.19867 -1.85248 -0.8 1.2 -1.8
O 2.42824 2.76763 2.75808 -1.5 -0.2 -0.3
O -0.47850 0.38426 0.60120 -1.4 1.9 0.2
O -1.88294 3.06007 -2.41204 -0.5 1.1 2.2
O 1.57911 0.30522 -0.61919 -0.5 1.1 -0.7
N 5.09046 -3.45450 0.32596 -0.4 1.0 -0.5
N -4.44756 2.61668 -2.05402 -0.6 0.2 -0.1
N -2.41132 0.34110 -2.08196 1.8 -1.9 0.8
C -2.48377 -2.13715 -1.86533 1.1 -0.1 0.3
C 4.91528 -0.96155 0.54673 -0.9 -0.6 -1.2
C 3.97746 -2.20538 -1.48901 -0.7 0.0 -1.1
C 4.69073 -1.41735 4.83151 -1.4 1.1 0.0
C -5.98791 0.47558 -4.06079 1.6 -0.7 -0.6
C -4.87644 4.36816 -0.50484 -0.8 1.2 1.0
C -2.71728 -0.92166 -2.73622 -2.4 0.7 -3.0
C 2.26432 -2.77584 -3.04868 0.3 -0.7 1.1
C 1.19092 3.37992 2.29011 1.7 0.7 1.2
C -2.53735 3.66317 -1.20423 -1.0 0.2 -1.0
C -1.58152 -3.29429 4.10211 -0.7 0.1 -0.4
C 1.45760 4.05476 0.98775 -1.0 0.1 -0.3
C -3.98298 3.88208 -1.58080 0.9 -0.4 -0.6
C 4.23175 -2.30667 -0.04128 1.0 1.5 2.6
C 4.01027 -2.32827 3.78400 0.5 1.3 2.0
C -4.15538 -0.77486 -3.15883 -2.0 0.4 -0.7
C -0.51707 3.13968 -2.12890 1.8 -0.9 -1.0
C -0.85045 -2.48392 3.02355 0.3 0.0 1.9
H -6.10086 -0.32936 -4.78704 0.0 -0.3 0.0
H -1.90667 -2.73488 4.97929 -0.1 0.4 -0.3
H 2.38292 1.86386 2.43756 0.3 -0.5 -0.1
H -2.47622 2.98013 -0.35699 0.4 -0.2 0.0
H -2.88860 0.23574 -1.19811 -0.6 1.1 0.5
H 5.87635 -2.93515 3.61435 -0.2 0.3 0.1
H 2.01685 -3.67030 -3.62034 0.2 0.0 0.0
H -1.27418 -1.51420 2.76241 -1.1 -0.5 -0.5
H 1.00630 4.14911 3.04001 -0.3 0.0 0.1
H -0.69811 -3.14958 2.17396 0.3 0.3 -0.3
H 3.56726 -1.73338 2.98528 0.7 0.0 -0.6
H -4.80960 -0.98300 -2.31221 -0.1 0.1 0.5
H 1.32156 -2.29216 -2.79306 -0.1 0.1 0.5
H -0.21114 2.13757 -1.82842 0.3 -0.2 0.7
H -2.40866 -1.78559 -0.83632 -0.2 -0.5 0.3
H -6.33856 1.33947 -4.62543 0.6 0.4 0.5
H 3.11221 -2.77679 4.20876 0.3 -0.6 0.2
H -3.16573 -2.97721 -1.99695 -0.5 0.4 0.1
H 4.07044 -0.54410 5.03347 -0.3 0.2 -0.1
H -5.32857 2.93042 -2.43548 -0.7 -1.1 -0.4
H -2.17086 -1.04635 -3.67109 0.5 0.5 0.1
H 0.62896 -1.26055 3.23767 0.5 0.1 -0.2
H 3.64227 -1.19945 -1.74169 -0.6 0.2 0.2
H -6.67332 0.22975 -3.24969 0.3 0.3 0.5
H -4.00434 4.54702 -2.44421 0.1 0.4 0.1
H 4.83582 -2.32232 -2.15056 0.7 -0.3 0.3
H -4.65035 2.18096 -1.16569 -0.5 -1.1 -0.1
H 5.60928 -0.96995 4.45174 0.3 -0.3 -0.1
H -2.44520 -3.76290 3.63035 -0.2 -0.1 0.2
H 0.56925 4.66736 0.83387 -0.2 0.3 -0.5
H -1.48023 0.04750 -1.82319 1.4 1.6 0.6
H 3.28004 -2.36840 0.48646 -0.2 -0.3 -0.2
H -0.17458 3.89256 -1.41899 -0.5 -0.2 0.2
H 5.30668 -3.21298 1.28252 0.1 -0.8 0.6
H 0.30036 2.75519 2.22161 0.3 -0.6 0.2
H 5.81233 -0.76996 -0.04208 0.1 0.2 0.0
H -2.06456 4.62169 -0.99018 0.4 -0.2 0.0
H -4.45915 5.29309 -0.10674 -0.6 0.2 0.4
H 4.22285 -0.12320 0.47045 0.0 0.1 -0.4
H 2.78433 -2.05939 -3.68460 0.5 -0.2 0.1
H -1.50890 -2.55411 -2.11802 0.2 0.1 0.2
H 5.18157 -0.96152 1.60370 0.0 -0.7 0.0
H 4.83196 -1.83239 5.82946 0.3 -0.6 -0.3
H 5.92812 -3.16615 -0.15908 0.7 -0.6 -0.2
H 2.31066 4.73218 1.02637 0.1 -0.4 -0.2
H -5.20734 3.69525 0.28623 1.4 -0.6 0.5
H 1.47464 3.28457 0.21665 0.5 0.2 -0.3
H -4.43359 -1.52930 -3.89471 0.2 -0.2 -0.2
H 0.07127 3.26196 -3.03831 -0.4 0.2 -0.4
H -0.97003 -4.08534 4.53619 0.4 0.0 -0.5
H -5.90734 4.46072 -0.84656 0.1 1.0 -0.9
```
Forces are in eV/Å.

Computed properties:
DFT total energy = -2092.65968 Eh
Charge = 0
⟨S²⟩ = 0.76
Spin multiplicity = 2

=====

Entry 2:
DFT (wB97M-V/def2-TZVPD) results for a 6-piece molecular cluster, C18H51O21P3S3 overall in a non-equilibrium geometry.

```
96
Properties=species:S:1:pos:R:3:forces:R:3
S -0.74757 5.81574 -4.84882 1.9 -0.1 -1.7
S 0.94028 0.02197 2.41941 -1.1 -0.2 1.2
S -5.05880 -7.24870 -0.99023 -0.9 1.1 0.2
P 7.03866 6.77018 5.66690 0.7 -0.4 0.8
P -10.15264 2.32043 -5.22706 2.2 0.2 -0.1
P 6.96879 -6.87194 5.78770 0.9 0.4 2.3
O 5.90839 7.70466 6.35927 2.1 -0.7 -1.0
O 1.76713 0.85416 3.27473 -0.5 -0.8 -1.0
O 6.84622 6.27193 4.28996 -0.3 0.2 1.1
O 8.55425 -7.35391 6.09363 -2.9 1.7 -0.5
O -9.53992 1.46033 -4.05781 1.0 -1.9 0.6
O 5.96667 -7.41091 6.76115 1.4 0.2 -1.7
O 1.75023 -0.19980 0.98339 -4.0 -3.5 3.0
O 7.24356 5.62637 6.82687 0.0 -0.8 -0.8
O 7.07044 -5.25954 5.90094 0.3 -2.4 -2.8
O -9.02738 3.55302 -5.20480 -0.8 -2.9 -3.2
O 8.38242 7.67539 5.82513 -2.4 -0.1 0.6
O -1.01544 4.57857 -4.16604 -0.5 0.8 0.3
O -0.98407 5.48880 -6.46943 1.5 2.9 1.9
O -6.42786 -7.14674 -1.92036 0.8 -1.1 1.6
O -4.16315 -8.26489 -1.55710 -1.4 1.9 1.0
O -11.52325 2.77387 -5.06510 -0.2 -0.3 0.0
O -9.78128 1.38252 -6.49665 0.5 0.8 0.5
O -4.69465 -5.85175 -0.74066 0.3 -2.2 -0.6
O 6.69966 -7.05960 4.22979 1.1 -0.2 1.1
O 0.39400 -1.24166 2.97532 1.6 2.7 -2.1
O -1.28418 7.11620 -4.48521 0.3 -2.1 -0.6
C 9.61717 7.21087 5.36946 1.3 -0.5 -0.6
C 6.95428 -4.57741 7.08097 0.9 0.6 1.7
C -1.14338 4.11636 -8.41606 0.0 0.1 0.3
C 1.08497 5.98953 -5.05903 -1.5 0.2 0.0
C -1.47114 4.27330 -6.92728 -1.6 -0.6 -0.5
C -7.83318 -7.26192 -3.83536 0.1 -1.1 0.1
C -5.85458 -7.85166 0.58723 0.4 -0.2 -1.6
C 5.42560 -6.64946 3.74249 -0.3 0.2 -0.4
C 4.52246 7.51037 6.15440 -1.1 0.3 0.6
C -8.19572 0.81099 -4.22919 -0.5 0.5 0.3
C 2.96174 0.27006 -0.91376 0.3 0.5 0.7
C 7.29540 4.17931 6.56130 0.5 0.1 -0.9
C 8.97213 -8.71699 5.93508 -0.6 1.0 -0.9
C 2.63926 0.70183 0.55621 2.6 1.9 -1.6
C -0.49477 1.04946 1.86580 0.3 -0.3 -0.4
C -9.09535 4.43163 -4.17706 -0.8 2.0 2.7
C -10.52977 0.25892 -6.97122 -1.3 0.2 -1.1
C -6.37791 -7.15630 -3.33990 0.2 1.6 -1.2
H 9.37368 -8.70673 4.92179 0.4 -0.7 0.1
H -1.18638 3.05431 -8.65754 0.3 0.0 -0.1
H -1.07995 3.41676 -6.37827 0.0 0.1 0.2
H -0.14764 4.52990 -8.57605 0.2 -0.4 -0.1
H -8.55850 -6.65478 -3.29369 0.4 0.0 0.3
H -1.78541 4.62449 -9.13557 -0.3 0.2 0.4
H 9.56489 6.48702 4.55620 -0.5 0.1 -0.2
H 7.88670 3.92815 5.68074 -0.5 0.7 -0.7
H 4.74295 -6.47871 4.57491 -0.3 -0.4 -0.2
H 10.18806 8.06281 5.00015 -0.1 0.0 0.1
H -6.12785 -8.86887 0.30667 -0.1 0.0 0.4
H -10.32415 -0.78313 -6.72639 1.0 0.3 1.3
H 5.12898 -7.42436 3.03563 -0.4 0.1 0.3
H 2.21839 1.70234 0.65597 0.0 0.3 -0.6
H 8.07794 -9.34024 5.94475 0.4 -0.5 0.4
H -8.05891 -7.08435 -4.88682 0.8 0.3 -0.1
H 3.46176 -0.69176 -1.02773 -0.3 -0.3 0.7
H 6.30809 3.72502 6.47808 0.0 0.4 0.0
H 3.50417 0.73592 1.21869 0.4 -0.2 -0.2
H 7.79983 -3.89137 7.13094 -0.1 0.4 0.0
H 9.72425 -8.88759 6.70534 -0.3 -0.4 -0.2
H 4.07780 8.47969 5.92910 0.2 0.0 -0.4
H -7.74438 1.04670 -5.19295 0.0 0.6 0.3
H -0.98019 1.56625 2.69368 0.3 -0.6 0.4
H -1.19599 0.40483 1.33584 0.1 -0.1 0.2
H 7.14061 -5.26721 7.90411 -0.7 0.2 0.4
H -6.73073 -7.25730 0.84642 0.2 0.1 -0.4
H -8.10036 -8.31268 -3.72306 -0.3 0.0 0.3
H 4.22216 6.76446 5.41849 0.5 0.1 -0.2
H 10.21283 6.71842 6.13809 -0.2 0.1 0.4
H 7.90277 3.57257 7.23293 -0.3 0.9 1.2
H 1.42449 5.14617 -5.66035 -0.1 0.0 0.3
H 2.01845 0.20821 -1.45641 0.2 0.3 -0.2
H -10.38307 0.21208 -8.05028 -0.2 0.6 -0.1
H 1.57151 6.06587 -4.08664 -0.1 0.0 -0.2
H -11.59017 0.39453 -6.75846 0.0 0.2 -0.1
H 1.15596 6.89715 -5.65843 0.3 0.0 0.2
H -8.14724 -0.27775 -4.20896 -1.3 -0.1 0.1
H -5.67496 -7.86317 -3.78069 -0.4 -0.8 0.4
H 3.69943 0.91891 -1.38591 -0.4 0.6 0.0
H 4.06498 7.24682 7.10800 0.2 -0.3 0.1
H -2.52783 4.43583 -6.71490 -0.4 -1.3 -0.4
H -0.21846 1.85088 1.18061 0.6 -0.2 0.0
H -5.12383 -7.81679 1.39525 0.1 0.0 -0.3
H 5.50507 -5.71252 3.19119 0.3 0.0 0.1
H -7.62301 1.09932 -3.34774 0.1 0.5 -0.4
H -9.40489 5.44211 -4.44393 -0.1 0.0 -0.7
H 6.01709 -4.02126 7.10269 0.0 -0.2 0.4
H -5.90129 -6.22060 -3.63211 -0.3 0.4 -0.1
H -9.82210 4.14165 -3.41821 -0.1 -0.2 0.1
H -8.16327 4.58839 -3.63416 0.4 -0.5 -0.3
```
Forces are in eV/Å.

Computed properties:
DFT total energy = -4515.15610 Eh
SMILES = CCOS(C)(=O)=O.CCOS(C)(=O)=O.CCOS(C)(=O)=O.COP(=O)(OC)OC.COP(=O)(OC)OC.COP(=O)(OC)OC
Charge = 0
Relative energy (zero: lowest compared OMol25 entry of this formula, charge and spin) = 321.3 kJ/mol